(1)
Entry from the Open Molecules 2025 dataset: a 2-piece molecular cluster, C4H14N2O overall (wB97M-V/def2-TZVPD).

ΔE to the lowest compared entry with this formula, charge and spin (kcal/mol): 5.7
Charge: -1
Expectation value of S²: 0.7506
E_HOMO (spin up / spin down) (eV): 1.3 / -5.6
2S+1: 2

Atoms and positions in Å:
1 C 2.228 0.188 -1.596
2 C 2.314 0.582 -0.124
3 C 1.196 -0.042 0.694
4 N -0.036 0.727 0.532
5 C -1.127 0.130 1.311
6 N -2.409 0.495 0.698
7 H 2.273 -0.889 -1.725
8 H 1.310 0.541 -2.058
9 H 3.044 0.642 -2.160
10 H 2.145 1.666 -0.100
11 H 3.330 0.453 0.245
12 H 1.056 -1.101 0.418
13 H 1.407 -0.038 1.771
14 H -0.344 0.680 -0.436
15 H -1.035 0.470 2.341
16 H -1.055 -0.968 1.342
17 H -2.403 1.524 0.708
18 H -3.126 0.307 1.410
19 H -1.019 -1.856 -0.896
20 H -2.222 -0.909 -0.885
21 O -1.848 -1.683 -1.351

natural (NBO) atomic charge list, values in e, 5 entries:
1 C -0.617
2 C -0.424
3 C -0.267
4 N -0.647
5 C -0.553



(2)
Entry from the Open Molecules 2025 dataset: an isolated ion of composition C8H18NSi and charge +1 (wB97M-V/def2-TZVPD).

ΔE to the lowest compared entry with this formula, charge and spin (kcal/mol): 0.0
Charge: +1
E_HOMO (eV): -14.3
2S+1: 1

Atoms and positions in Å:
1 C 1.196 -2.042 -1.479
2 C 0.206 -0.913 -1.229
3 N 0.076 -0.039 -0.051
4 C 0.396 -0.297 1.301
5 C 0.142 -1.719 1.860
6 C 1.881 0.077 1.369
7 C -0.394 0.712 2.050
8 Si -0.858 0.763 -1.444
9 C -2.599 0.449 -1.564
10 C -0.344 2.445 -1.949
11 H 1.145 -2.587 -2.446
12 H 1.368 -2.541 -0.594
13 H 2.196 -1.431 -1.545
14 H 0.967 -2.422 1.628
15 H -0.023 -1.571 2.929
16 H -0.759 -2.269 1.381
17 H 2.271 0.406 0.388
18 H 2.644 -0.784 1.490
19 H 2.204 0.752 2.116
20 H -0.311 0.585 3.197
21 H 0.093 1.713 1.829
22 H -1.415 0.810 1.872
23 H -3.039 1.392 -1.925
24 H -2.939 -0.229 -2.422
25 H -3.186 0.209 -0.703
26 H 0.327 2.892 -1.243
27 H -0.019 2.587 -2.977
28 H -1.226 3.053 -1.841

natural (NBO) atomic charge list, values in e, 5 entries:
1 C -0.712
2 C 0.125
3 N -0.622
4 C 0.027
5 C -0.610



(3)
Entry from the Open Molecules 2025 dataset: one molecule with the formula C26H35NOS (wB97M-V/def2-TZVPD).

ΔE to the lowest compared entry with this formula, charge and spin (kcal/mol): 4.0
Charge: 0
E_HOMO (eV): -7.8
2S+1: 1

Atoms and positions in Å:
1 C -2.821 2.984 4.179
2 C -1.951 2.867 2.964
3 C -0.567 2.860 3.082
4 C 0.250 2.767 1.971
5 C -0.318 2.654 0.711
6 S 0.638 2.490 -0.765
7 C 2.182 1.653 -0.194
8 C 2.599 0.651 -1.280
9 C 2.009 -0.737 -1.009
10 N 0.579 -0.708 -0.791
11 C -0.292 -0.684 -1.940
12 C -0.791 -2.091 -2.290
13 C -1.307 -2.832 -1.048
14 C -2.007 -4.175 -1.394
15 C -2.153 -5.014 -0.118
16 C -1.146 -4.982 -2.374
17 C -3.390 -3.964 -2.015
18 C -2.198 -1.883 -0.233
19 C -1.411 -0.872 0.627
20 C 0.097 -0.855 0.463
21 O 0.837 -0.921 1.433
22 C 3.262 2.650 0.100
23 C 3.583 3.645 -0.816
24 C 4.595 4.546 -0.545
25 C 5.299 4.463 0.645
26 C 4.987 3.475 1.562
27 C 3.974 2.572 1.291
28 C -1.702 2.682 0.575
29 C -2.506 2.793 1.692
30 H -3.816 2.591 3.984
31 H -2.386 2.446 5.018
32 H -2.921 4.031 4.467
33 H -0.116 2.934 4.061
34 H 1.321 2.792 2.092
35 H 1.913 1.106 0.712
36 H 3.688 0.565 -1.295
37 H 2.280 1.021 -2.257
38 H 2.458 -1.142 -0.098
39 H 2.234 -1.406 -1.845
40 H -1.131 -0.014 -1.740
41 H 0.264 -0.266 -2.782
42 H 0.031 -2.652 -2.736
43 H -1.582 -1.998 -3.035
44 H -0.441 -3.091 -0.429
45 H -2.768 -4.517 0.626
46 H -2.621 -5.969 -0.351
47 H -1.178 -5.210 0.323
48 H -1.139 -4.530 -3.362
49 H -0.122 -5.060 -2.015
50 H -1.546 -5.989 -2.473
51 H -4.071 -3.494 -1.311
52 H -3.812 -4.925 -2.302
53 H -3.331 -3.344 -2.906
54 H -2.826 -2.465 0.439
55 H -2.865 -1.354 -0.916
56 H -1.764 0.145 0.440
57 H -1.579 -1.073 1.686
58 H 3.022 3.715 -1.737
59 H 4.834 5.316 -1.263
60 H 6.088 5.170 0.858
61 H 5.532 3.406 2.492
62 H 3.735 1.796 2.005
63 H -2.137 2.622 -0.412
64 H -3.580 2.809 1.574

natural (NBO) atomic charge list, values in e, 5 entries:
1 C -0.625
2 C -0.032
3 C -0.185
4 C -0.251
5 C -0.083



(4)
Entry from the Open Molecules 2025 dataset: C13H24CdN4O5S2 as an isolated structure (wB97M-V/def2-TZVPD).

Charge: 0
E_HOMO (eV): -5.8
2S+1: 1

Atoms and positions in Å:
1 O -0.916 4.823 1.264
2 H -0.169 4.338 0.854
3 Cd -0.523 0.195 -0.071
4 N -1.487 -0.293 -2.012
5 N 0.847 -1.271 -1.250
6 O -2.756 0.261 -2.329
7 O 2.139 -1.672 -0.805
8 C -0.872 -1.107 -2.854
9 C 0.406 -1.642 -2.446
10 C -1.494 -1.478 -4.136
11 C 1.186 -2.560 -3.282
12 H -2.273 -0.789 -4.482
13 H -1.944 -2.480 -4.065
14 H -0.725 -1.517 -4.914
15 H 1.943 -3.142 -2.742
16 H 1.700 -1.995 -4.072
17 H 0.511 -3.272 -3.766
18 H -2.819 1.078 -1.778
19 H 2.235 -1.213 0.071
20 O -1.404 -2.033 0.392
21 H -1.956 -1.235 0.255
22 H -0.458 -1.891 0.097
23 C 0.744 1.648 -0.808
24 H 0.816 2.709 -0.889
25 H 0.622 1.193 -1.792
26 H 1.604 1.225 -0.291
27 O -3.276 3.644 -1.432
28 H -2.950 4.218 -0.713
29 H -2.527 3.070 -1.619
30 C 1.696 3.018 1.587
31 C 0.386 2.532 1.996
32 N -0.361 1.554 1.628
33 C -0.819 0.769 2.752
34 C -0.990 1.588 3.886
35 S -0.118 3.061 3.676
36 C -0.179 -0.471 2.896
37 C 0.162 -1.035 4.105
38 S 1.187 -2.388 3.886
39 C 1.127 -2.152 2.122
40 N 0.551 -1.031 1.835
41 C 1.521 -3.318 1.327
42 H 2.072 3.727 2.331
43 H 2.408 2.192 1.532
44 H 1.700 3.560 0.642
45 H -1.226 1.235 4.887
46 H -0.161 -0.688 5.078
47 H 2.614 -3.416 1.306
48 H 1.122 -4.214 1.819
49 H 1.104 -3.335 0.323

natural (NBO) atomic charge list, values in e, 5 entries:
1 O -1.240
2 H 0.368
3 Cd 1.636
4 N -0.220
5 N -0.218



(5)
Entry from the Open Molecules 2025 dataset: an isolated ion of composition C7H9O6S and charge -1 (wB97M-V/def2-TZVPD).

ΔE to the lowest compared entry with this formula, charge and spin (kcal/mol): 155.8
Charge: -1
E_HOMO (spin up / spin down) (eV): -3.1 / -3.5
2S+1: 1

Atoms and positions in Å:
1 C 1.240 -3.330 0.750
2 C 0.896 -2.016 0.840
3 C 1.402 -1.086 1.802
4 S 0.899 0.528 1.581
5 O 1.644 1.302 2.575
6 O -0.515 0.682 1.733
7 C -0.068 -1.559 -0.206
8 O -1.091 -2.147 -0.525
9 O 0.291 -0.312 -0.716
10 C -0.642 0.389 -1.542
11 C -0.698 1.860 -1.182
12 C -1.911 2.071 -0.222
13 O 0.589 2.171 -0.700
14 O 1.474 2.071 -1.774
15 H 0.971 -4.148 0.057
16 H 2.049 -3.637 1.484
17 H 2.423 -1.266 2.227
18 H -1.543 -0.270 -1.526
19 H -0.145 0.366 -2.477
20 H -0.993 2.272 -2.167
21 H -1.661 1.377 0.575
22 H -2.824 1.709 -0.768
23 H -1.787 2.973 0.180

natural (NBO) atomic charge list, values in e, 5 entries:
1 C -0.464
2 C -0.149
3 C -0.687
4 S 1.827
5 O -0.989



(6)
Entry from the Open Molecules 2025 dataset: a 4-piece molecular cluster, C12H12F4O12 overall (wB97M-V/def2-TZVPD).

ΔE to the lowest compared entry with this formula, charge and spin (kcal/mol): 16.1
Charge: 0
E_HOMO (eV): -11.5
2S+1: 1

Atoms and positions in Å:
1 O 6.792 -1.349 2.018
2 C 5.677 -1.099 2.346
3 O 5.266 -0.987 3.621
4 C 3.908 -0.583 3.642
5 C 3.583 -0.218 2.206
6 F 3.712 1.130 2.030
7 O 4.631 -0.865 1.527
8 H 3.303 -1.398 4.050
9 H 3.777 0.199 4.388
10 H 2.641 -0.567 1.794
11 O -4.094 4.553 -2.183
12 C -3.830 3.415 -2.396
13 O -3.216 3.023 -3.537
14 C -2.682 1.730 -3.358
15 C -3.298 1.190 -2.067
16 F -2.372 0.962 -1.117
17 O -4.054 2.346 -1.600
18 H -2.942 1.119 -4.221
19 H -1.598 1.656 -3.245
20 H -4.056 0.418 -2.191
21 O -1.747 -1.913 -4.722
22 C -1.190 -2.109 -3.699
23 O -1.591 -1.623 -2.479
24 C -0.987 -2.441 -1.487
25 C 0.212 -3.043 -2.197
26 F 0.227 -4.393 -2.043
27 O -0.005 -2.741 -3.559
28 H -0.823 -1.842 -0.593
29 H -1.655 -3.237 -1.145
30 H 1.165 -2.653 -1.845
31 O 1.061 0.734 4.387
32 C 0.366 0.908 3.440
33 O -0.412 -0.055 2.864
34 C -0.992 0.491 1.676
35 C -0.648 1.936 1.712
36 F -1.709 2.683 2.120
37 O 0.413 1.990 2.638
38 H -0.481 -0.050 0.877
39 H -2.065 0.336 1.578
40 H -0.290 2.349 0.772

natural (NBO) atomic charge list, values in e, 5 entries:
1 O -0.553
2 C 0.969
3 O -0.475
4 C -0.143
5 C 0.438



In eV Å⁻¹, the maximum force values for the records above are, in order, 1.03, 8.90, 0.49, 5.09, 4.83, 2.98.
In eV, the total energy values for the records above are, in order, -9401.3363, -17947.1111, -41904.3495, -56290.5265, -30518.5205, -48078.7734.